1.
{
  "formula": "C15H23Cl5GdN11O4",
  "method": "ωB97M-V with the def2-TZVPD basis set",
  "homo_energy_ha": [-0.4941, -0.4953],
  "lumo_energy_ev": [-6.24, -4.74],
  "total_charge": 2,
  "total_energy_ha": -4554.88881,
  "spin_multiplicity": 8,
  "elements": ["Gd", "Cl", "Cl", "Cl", "Cl", "Cl", "O", "O", "O", "O", "N", "N", "N", "N", "N", "N", "N", "N", "N", "N", "N", "C", "C", "C", "C", "C", "C", "C", "C", "C", "C", "C", "C", "C", "C", "C", "H", "H", "H", "H", "H", "H", "H", "H", "H", "H", "H", "H", "H", "H", "H", "H", "H", "H", "H", "H", "H", "H", "H"],
  "positions_angstrom": [[0.284150, -0.813921, -1.545114], [0.946168, 1.182857, -7.155830], [-3.787176, 2.090454, -4.673273], [-2.638432, 0.645746, -2.101961], [1.951829, -0.307526, -4.556541], [-1.957503, 2.382096, -7.200417], [-1.460683, -2.294295, -1.238789], [-2.886168, -3.972574, -1.721749], [1.156282, 0.311111, 2.479958], [0.709405, -0.950731, 0.664923], [3.650113, -2.657570, 0.215141], [4.415382, -0.431203, 0.224368], [0.363047, 1.706785, 4.576303], [2.727199, -1.223043, -1.171551], [-1.151720, -3.653030, -3.029623], [-0.072737, -2.885961, -3.446132], [2.560998, 1.878021, 5.208761], [0.945094, 3.166560, 6.257833], [3.606068, -1.434721, -0.254769], [0.079064, 1.522815, -0.397381], [2.121458, -2.390280, -1.354720], [-0.398171, 0.340513, -3.500719], [-0.072698, 1.071416, -5.789142], [-3.725444, -3.641118, -0.573619], [0.364633, 0.438676, -4.637142], [-1.024892, 2.172006, 4.436311], [-0.495914, 1.067254, 0.901761], [-0.797468, 2.173086, 1.885051], [-1.827202, -3.250795, -1.943761], [-2.189412, 1.481374, -4.677575], [0.536647, 0.061320, 1.442260], [2.678589, -3.240522, -0.490338], [-1.555695, 1.644867, 3.114013], [-1.368971, 1.600660, -5.803427], [-1.668128, 0.853078, -3.558829], [1.281171, 2.250351, 5.348170], [-1.060749, 3.263249, 4.465853], [-1.484174, 0.553220, 3.157434], [0.902925, 2.068674, -0.192689], [0.732771, -3.471884, -3.550690], [-1.406700, 0.524797, 0.671335], [-1.635035, 1.786450, 5.250892], [5.193726, -0.853903, 0.703236], [4.679730, 0.178625, -0.531889], [0.693132, 1.067314, 3.854075], [-2.616565, 1.881306, 3.042076], [-0.022152, 3.346936, 6.468262], [1.630950, 3.557816, 6.876576], [3.265392, 2.161368, 5.865498], [-0.282073, -2.467498, -4.336300], [-1.376452, 2.959593, 1.393000], [2.403218, -4.278402, -0.376967], [-1.516157, -4.397694, -3.595350], [2.806144, 1.194126, 4.510828], [-0.568354, 2.151213, -0.850427], [-4.366718, -2.805019, -0.835413], [-3.112274, -3.399234, 0.286957], [-4.317347, -4.528318, -0.387420], [0.157871, 2.613530, 2.178681]],
  "forces_ev_per_a": [[-0.825, -0.262, -0.956], [-0.020, 0.045, -0.106], [-0.037, 0.039, -0.054], [-0.103, 0.129, -0.067], [-0.008, 0.043, -0.031], [0.000, 0.028, -0.070], [-0.143, -0.184, 0.041], [-0.322, -0.083, 0.361], [0.043, -0.623, -0.567], [-0.016, 0.724, 1.207], [-0.259, 0.180, -0.337], [-0.604, -0.081, 0.177], [-0.255, 0.484, 0.390], [0.500, -0.227, -0.019], [-0.082, 0.017, 0.165], [-0.100, 0.363, 0.186], [-0.109, 0.041, -0.035], [0.004, 0.064, 0.077], [0.501, 0.008, 0.231], [-0.227, -0.510, 0.433], [0.431, -0.461, 0.236], [-0.102, 0.165, -0.153], [0.008, -0.014, -0.152], [0.120, -0.020, -0.188], [0.295, -0.091, 0.132], [0.320, -0.076, 0.044], [0.313, 0.254, -0.078], [-0.082, 0.260, 0.049], [-0.067, 0.181, 0.147], [-0.115, 0.075, -0.039], [0.154, -0.291, -0.143], [0.196, 0.025, 0.029], [-0.022, -0.079, -0.027], [0.001, 0.005, -0.011], [-0.107, -0.039, 0.319], [-0.178, -0.114, 0.092], [0.047, 0.050, -0.049], [-0.066, 0.017, -0.041], [0.365, 0.175, -0.053], [0.537, -0.251, -0.011], [-0.283, -0.206, -0.068], [-0.039, -0.021, 0.127], [0.265, -0.092, 0.051], [0.213, 0.068, -0.211], [0.017, -0.151, -0.297], [-0.002, 0.009, 0.011], [0.070, -0.016, -0.016], [0.062, 0.065, 0.055], [0.008, -0.002, 0.030], [-0.043, 0.263, -0.430], [0.023, -0.053, 0.020], [0.027, 0.139, -0.005], [-0.139, -0.200, -0.156], [-0.024, 0.019, 0.020], [-0.227, 0.126, -0.239], [0.008, 0.043, -0.040], [0.090, -0.007, 0.012], [0.003, -0.042, -0.048], [-0.016, 0.090, 0.057]]
}

2.
{
  "formula": "C3H2F2N2O",
  "method": "ωB97M-V with the def2-TZVPD basis set",
  "homo_energy_ha": [-0.3743, -0.3697],
  "lumo_energy_ev": [-2.49, -1.26],
  "total_energy_ha": -499.73444,
  "elements": ["F", "F", "O", "N", "N", "C", "C", "C", "H", "H"],
  "positions_angstrom": [[-0.784253, -0.415460, -2.445688], [-2.292715, -0.723265, 1.244123], [1.530047, 0.662183, -1.885509], [-0.172611, -0.717132, -1.292906], [-1.364913, -0.030364, 0.633504], [-0.253966, 0.050291, 1.227206], [0.842166, 0.246972, -1.004001], [0.832829, 0.458243, 0.384735], [1.701373, 0.753008, 0.936510], [-0.037957, -0.284478, 2.202026]],
  "forces_ev_per_a": [[0.323, 0.107, -0.326], [-1.389, -1.104, 1.661], [1.252, 0.915, -0.532], [-0.802, -0.804, 0.118], [-0.744, 1.165, -2.661], [2.396, 0.188, -1.155], [-1.622, -0.674, -1.266], [0.110, 0.112, 3.120], [0.587, 0.386, -0.246], [-0.111, -0.291, 1.287]]
}